Record 1
246
Properties=species:S:1:pos:R:3 method="wB97M-V/def2-TZVPD" homo_energy_ev="-7.9 / -7.9" spin_multiplicity=2 gap_ev="9.46 / 6.64" charge=-1
Ag 1.19960 2.31803 -4.91557
As 2.94668 2.41696 -8.27843
F 4.58572 1.98368 -7.88896
F 2.44499 0.86615 -7.63955
F 1.28910 2.86191 -8.50306
F 3.38115 3.93160 -8.98829
F 3.04054 1.61132 -9.76322
F 2.77339 3.11886 -6.64377
As 0.40775 0.62466 -0.91999
F -0.69347 -0.30736 -1.86541
F 0.56579 -0.83652 0.04186
F 1.58004 1.34606 0.10832
F 0.18961 1.89848 -1.95929
F -0.92211 1.17004 -0.01355
F 1.74556 0.02288 -1.87024
As -4.80720 4.79509 -5.34195
F -6.03912 5.84184 -5.85343
F -5.86485 4.29030 -4.10741
F -3.45316 3.77084 -4.82089
F -3.73133 5.44002 -6.51681
F -4.22961 6.01015 -4.24449
F -5.23324 3.45677 -6.32244
C 0.76250 -3.69693 0.83477
C 1.92223 -3.59847 -0.17261
O 2.64557 -4.80721 -0.09058
S 2.73262 -5.24214 1.42047
O 3.78012 -4.59270 2.10824
O 2.75106 -6.64903 1.57556
O 1.31719 -4.59906 1.80663
H -0.09116 -4.12244 0.39737
H 0.61786 -2.71341 1.25041
H 2.56888 -2.80304 0.28775
H 1.55872 -3.30335 -1.18254
C -2.64334 -5.18352 3.24501
C -1.16224 -5.26439 3.70567
O -1.14122 -6.55276 4.40467
S -2.52337 -7.31417 4.49013
O -3.07886 -6.97601 5.74808
O -2.52279 -8.66607 4.06443
O -3.16435 -6.50656 3.35493
H -2.79571 -4.91614 2.19314
H -3.22746 -4.55288 3.90203
H -0.81399 -4.45869 4.34575
H -0.56369 -5.45607 2.83961
C -2.08067 5.51328 2.67115
C -2.59349 5.33704 1.26518
O -2.70998 6.67495 0.87076
S -3.18710 7.67248 1.97597
O -4.60355 7.92311 2.02374
O -2.28865 8.82684 2.08019
O -2.87248 6.63255 3.16010
H -1.00009 5.67429 2.80248
H -2.29553 4.74937 3.42310
H -3.57344 4.88746 1.17080
H -1.86956 4.95296 0.46605
C -1.86482 -3.14685 -2.19620
C -2.60285 -4.20027 -3.06308
O -1.52842 -4.89065 -3.81326
S -0.37830 -3.86926 -4.01341
O -0.67991 -2.89238 -4.95537
O 0.79878 -4.64453 -4.17190
O -0.40611 -3.20092 -2.61564
H -1.86625 -3.33350 -1.13927
H -2.20971 -2.09545 -2.24024
H -3.26352 -3.71884 -3.75310
H -3.09177 -4.95187 -2.46876
C 0.64469 -7.79044 -0.59993
C 0.01651 -8.27396 0.75832
O -1.16627 -7.47590 0.91875
S -1.41903 -6.56687 -0.32456
O -1.88616 -5.31620 0.16704
O -2.04731 -7.19275 -1.40223
O 0.09683 -6.36690 -0.71862
H 0.44243 -8.50051 -1.44406
H 1.73315 -7.62825 -0.40511
H 0.76856 -8.03885 1.48497
H -0.26131 -9.31596 0.60212
C -2.30381 0.15117 -6.01267
C -1.36661 -0.36026 -7.13629
C -0.27090 0.72490 -7.17490
O -0.10646 0.99656 -5.76062
C -1.31434 0.68416 -5.03326
H -2.90664 -0.64085 -5.50539
H -2.96739 0.89799 -6.46542
H -1.84027 -0.47567 -8.06851
H -0.93107 -1.36763 -6.84470
H -0.59892 1.62273 -7.71609
H 0.69047 0.41027 -7.51007
H -1.71360 1.58512 -4.56228
H -1.04111 -0.01986 -4.25814
C -3.40626 2.59998 -1.92291
C -4.36292 1.77763 -2.73828
C -4.38661 0.48168 -1.84721
O -3.99564 0.80934 -0.50536
C -3.92637 2.28918 -0.51822
H -3.60123 3.68415 -2.11218
H -2.34315 2.43248 -1.92953
H -4.03151 1.61853 -3.72226
H -5.34933 2.17821 -2.80214
H -3.54110 -0.11579 -2.25630
H -5.29076 -0.15531 -1.91686
H -3.20410 2.68282 0.22385
H -4.88157 2.71504 -0.27716
C 2.69237 -2.83456 4.61470
C 3.87163 -2.21294 3.87875
C 3.19718 -1.28317 2.76641
O 1.78208 -1.52701 2.81115
C 1.57446 -1.86662 4.17232
H 2.95842 -2.83233 5.64537
H 2.48761 -3.83464 4.32066
H 4.39231 -3.01697 3.49835
H 4.47253 -1.52134 4.55352
H 3.58363 -1.55333 1.77591
H 3.42441 -0.15504 2.83538
H 0.51963 -2.25209 4.13347
H 1.62240 -1.03054 4.90247
C 3.14003 -1.77951 -5.02415
C 3.97902 -0.92648 -4.10069
C 3.66434 0.45112 -4.50379
O 2.26354 0.42886 -4.75567
C 1.81927 -1.00441 -5.07869
H 3.05142 -2.80435 -4.71487
H 3.47142 -1.88077 -6.09689
H 5.05212 -1.18361 -4.24690
H 3.66373 -1.08569 -3.12022
H 4.15546 0.56022 -5.46282
H 4.00073 1.21424 -3.76289
H 1.26434 -0.98233 -5.96555
H 1.16408 -1.22921 -4.24722
C -4.23585 -1.77937 1.38310
C -2.70713 -1.85081 1.16119
C -2.11072 -1.64842 2.54506
O -3.17348 -1.33855 3.39937
C -4.29470 -0.86737 2.60263
H -4.67036 -2.73513 1.61795
H -4.75291 -1.43424 0.52584
H -2.46019 -1.04066 0.46312
H -2.48163 -2.76322 0.67961
H -1.41377 -0.82882 2.40563
H -1.56613 -2.47516 2.90875
H -3.97988 0.13379 2.28192
H -5.27935 -0.96135 3.05908
C 0.71278 1.61167 3.30598
C 1.63061 1.99853 4.46238
C 1.08815 3.31971 4.96216
O 0.64386 3.99372 3.77279
C 0.22031 3.02699 2.81636
H -0.18464 1.17104 3.76007
H 1.22285 0.92871 2.63647
H 2.64977 2.09501 4.08615
H 1.61224 1.18082 5.20353
H 1.79283 4.10872 5.36885
H 0.22858 3.16226 5.65772
H 0.79747 3.15062 1.84605
H -0.83054 3.09861 2.75732
C 1.49141 -8.53470 5.73745
C 1.83095 -7.04543 5.64457
C 3.27696 -7.07094 5.14781
O 3.45754 -8.36878 4.55843
C 2.22546 -9.10448 4.52643
H 0.44957 -8.82705 5.92042
H 2.07926 -8.97603 6.60895
H 1.80972 -6.43760 6.54085
H 1.13924 -6.61425 4.86600
H 3.94417 -7.08071 5.99680
H 3.51356 -6.36549 4.40405
H 2.49083 -10.17123 4.62931
H 1.70930 -8.93075 3.52843
C 4.55272 3.93688 -4.06805
C 4.45398 3.31293 -2.66427
C 2.98775 2.90910 -2.46697
O 2.27549 3.59362 -3.55314
C 3.21729 4.58366 -4.18512
H 4.76009 3.24614 -4.86137
H 5.28853 4.73176 -3.99785
H 4.67957 4.11454 -1.98291
H 5.05636 2.40187 -2.44599
H 2.52581 3.22903 -1.53005
H 2.73760 1.85326 -2.48064
H 3.10034 5.50553 -3.59056
H 2.72242 4.57322 -5.17969
C -3.10608 -2.91036 6.78365
C -2.60652 -3.21495 8.22662
C -1.17538 -3.58166 7.89971
O -0.74655 -2.65756 6.91482
C -1.87829 -2.27518 6.16263
H -3.94434 -2.21150 6.66969
H -3.40949 -3.82920 6.29713
H -3.16476 -4.00404 8.75805
H -2.66770 -2.32238 8.86627
H -1.05169 -4.55697 7.46736
H -0.53124 -3.63276 8.85334
H -1.81644 -2.54725 5.11813
H -1.93631 -1.16785 6.09402
C 5.80120 -1.48259 -0.03730
C 7.14459 -0.92843 -0.64432
C 6.77365 0.32549 -1.46693
O 5.36025 0.17385 -1.60371
C 4.82453 -0.36484 -0.36148
H 5.81099 -1.79495 1.00379
H 5.42724 -2.32263 -0.58396
H 7.50602 -1.72230 -1.31453
H 7.81052 -0.72773 0.14834
H 7.23922 0.33744 -2.44904
H 6.87830 1.20023 -0.89665
H 3.75683 -0.64617 -0.53401
H 4.85395 0.37396 0.40621
C 0.73786 6.80578 0.66529
C 0.98115 8.20054 0.24320
C 0.85715 8.08232 -1.26113
O 1.28527 6.77197 -1.59702
C 1.07214 5.95537 -0.45834
H -0.34518 6.68849 0.98422
H 1.33022 6.52465 1.58668
H 2.00843 8.43411 0.50089
H 0.31894 8.95991 0.56736
H 1.41532 8.78062 -1.83498
H -0.16165 8.13499 -1.62188
H 2.06888 5.44938 -0.29565
H 0.28353 5.23581 -0.63421
C -4.61076 2.81952 4.73939
C -4.54397 4.18745 5.43169
C -3.04418 4.27848 5.77851
O -2.35026 3.16279 5.15965
C -3.33179 2.14961 5.22393
H -4.55918 2.80610 3.62628
H -5.48030 2.15920 4.94651
H -5.15309 4.26648 6.33374
H -4.88857 4.96831 4.74293
H -2.87465 4.31965 6.83573
H -2.64937 5.22074 5.33299
H -3.32058 1.72288 6.31804
H -2.96634 1.33083 4.51988
C -0.12833 6.07986 -5.94687
C -0.89261 6.20864 -4.68170
C -0.55789 4.92298 -3.91342
O -0.24686 3.92674 -4.97448
C -0.42271 4.56555 -6.28213
H 0.97032 6.23474 -5.83859
H -0.58788 6.75463 -6.67373
H -1.93621 6.37932 -4.81051
H -0.44300 7.06899 -4.18854
H -1.46685 4.51294 -3.45103
H 0.25796 4.98751 -3.23355
H -1.42020 4.42636 -6.60762
H 0.27268 4.13084 -6.97484

=====

Record 2
32
Properties=species:S:1:pos:R:3 method="wB97M-V/def2-TZVPD" homo_energy_ev=-16.6 de_lowest_ev=0.000 gap_ev=8.78 charge=+2
O 6.42058 -4.24383 0.46628
C 5.57861 -3.89639 -0.23324
Sr 1.38248 -1.21723 -0.95924
C 0.60567 -3.28704 -2.74326
C 2.42980 -0.62491 -3.51762
O 0.28135 -4.09764 -3.49051
O 3.08260 -0.40234 -4.45212
C -0.53614 3.57131 -1.55034
C -0.96053 2.26495 -2.18465
O -1.32955 1.21135 -1.20143
P -0.36077 0.96465 0.13386
O -1.36415 1.29153 1.38570
C -0.91313 1.11642 2.78556
C 0.45814 1.68139 3.02620
O -0.49893 -0.79062 0.18577
C -1.69174 -1.53278 0.64323
C -1.22181 -2.89537 1.04869
H -1.38063 4.03842 -1.03093
H -0.22586 4.25436 -2.34656
H 0.30031 3.45290 -0.85510
H -1.85006 2.39893 -2.81730
H -0.14423 1.86599 -2.81698
H -1.68332 1.63070 3.37479
H -0.95340 0.04407 3.05187
H 0.51155 2.73630 2.71730
H 0.67970 1.63158 4.09730
H 1.24316 1.12053 2.49743
H -2.11681 -0.96098 1.46412
H -2.40276 -1.55898 -0.18978
H -0.33335 -2.84956 1.70577
H -2.01536 -3.38437 1.61317
H -0.99144 -3.53334 0.19203

=====

Record 3
15
Properties=species:S:1:pos:R:3 method="wB97M-V/def2-TZVPD" homo_energy_ev=-9.4 de_lowest_ev=0.300 gap_ev=10.00
N 0.42442 1.18915 -0.33021
C -0.70244 0.37412 -0.78037
N -0.47572 -1.01090 -0.34561
H 0.17268 1.93480 0.31856
H 1.05451 0.55089 0.12790
H -0.76841 0.36237 -1.87180
H -1.64672 0.75606 -0.37792
H -1.14386 -1.66588 -0.72829
H -0.63540 -1.10691 0.64966
H 2.78067 2.14150 -2.38177
H 1.39150 2.31502 -1.75727
O 2.14717 2.81868 -2.13002
H -0.75395 -2.95352 3.98061
H -1.21224 -3.11177 2.53014
O -0.63221 -2.59361 3.09639

=====

Record 4
10
Properties=species:S:1:pos:R:3 method="wB97M-V/def2-TZVPD" homo_energy_ev="-1.3 / -1.3" de_lowest_ev=3.355 gap_ev="5.24 / 5.24" charge=-1
C 3.56657 0.34057 0.49258
C -0.12432 0.50690 0.12661
C 0.63206 -0.80037 0.20293
O 3.90528 -0.33480 1.45992
O 3.74990 1.16941 -0.36665
H -1.11117 0.54120 -0.59407
H -0.35094 0.83262 1.18187
H 0.73229 1.18965 -0.30898
H 0.80837 -1.35228 -0.72027
H 0.06808 -1.50732 0.81791

=====

Record 5
16
Properties=species:S:1:pos:R:3 method="wB97M-V/def2-TZVPD" homo_energy_ev="-6.7 / -8.7" de_lowest_ev=4.166 gap_ev="6.70 / 8.30"
C -2.00126 -2.10362 -0.62872
C 0.38906 2.73489 -0.66470
C -1.61289 -0.81016 -0.44259
C 0.79534 1.49428 -1.12920
C 1.50143 -0.70907 2.49285
F 1.06722 -1.33520 -1.65833
Si 0.21306 -0.19487 -0.81176
H -3.00347 -2.33758 -0.31316
H -1.44598 -2.91810 -1.05326
H 0.88907 3.55232 -1.22133
H -0.59676 3.08169 -0.18383
H -2.17134 -0.01053 0.01287
H 1.69594 1.61383 -1.64772
H 1.45034 -1.61530 1.89209
H 2.12497 0.07398 2.24476
H 0.70526 -0.51657 3.11205

=====

Record 6
14
Properties=species:S:1:pos:R:3 method="wB97M-V/def2-TZVPD" homo_energy_ev="-8.3 / -8.3" de_lowest_ev=3.549 gap_ev="8.85 / 8.85"
C -0.54882 -1.16980 1.57371
C 0.75833 0.65909 0.68436
C 0.82862 -0.79612 1.00144
C 0.28579 -0.97682 -0.51195
C -0.49571 1.23699 -1.53655
N -1.31219 -1.56046 0.69506
N 0.25206 0.44653 -0.61932
O 1.01092 1.66806 1.25673
H -0.79386 -1.07440 2.68147
H 1.75696 -1.18910 1.45067
H 0.30873 -1.64865 -1.34775
H -0.11361 2.25744 -1.61034
H -0.44720 0.95135 -2.51837
H -1.49003 1.19588 -1.19915

=====

Record 7
16
Properties=species:S:1:pos:R:3 method="wB97M-V/def2-TZVPD" homo_energy_ev=-9.5 de_lowest_ev=2.637 gap_ev=10.03
C -1.87329 1.53445 0.48406
C 1.22251 -1.11906 1.44668
N -1.55907 1.61252 1.65273
N 1.34838 -0.18271 0.30671
N -2.09749 1.34049 -0.71144
O 0.44912 0.66907 -1.80107
O -0.06270 -1.58578 -1.30803
O 2.23954 -0.90724 -2.04526
S 1.19744 -0.53042 -1.15441
H 2.20610 -1.28340 1.99877
H 0.51660 -0.65592 2.16652
H 0.74571 -2.13634 1.04170
H 0.06129 1.11159 -1.09631
H -1.18032 2.09795 2.39566
H -2.94960 1.60293 -1.12650
H -0.26423 -1.56813 -2.24981

=====

Record 8
13
Properties=species:S:1:pos:R:3 method="wB97M-V/def2-TZVPD" homo_energy_ev="-11.6 / -16.0" de_lowest_ev=1.707 spin_multiplicity=3 gap_ev="6.86 / 7.86" charge=+1
C 1.14686 -1.05470 0.31288
C -1.13505 -1.35627 -0.26085
C 1.56813 0.08095 -0.22883
C -0.83320 0.98917 -0.13443
N 0.02872 -1.77729 -0.05884
N -1.49020 -0.08871 0.17803
H 1.78067 -1.39306 1.16723
H -1.88483 -2.07327 -0.64666
H 2.35074 0.66444 0.19788
H 1.29429 0.30621 -1.28560
H -1.06495 1.86656 0.58101
H -0.35340 1.00263 -1.14356
H -2.43835 -0.07664 0.57639

=====

E_tot for the records above, in order: -423478.595; -31971.072; -8274.215; -7285.172; -15921.984; -10306.055; -23632.512; -7229.025 eV